No. 1
12
Properties=species:S:1:pos:R:3:nbo_charge:R:1 method="wB97M-V/def2-TZVPD" max_force_ha_per_bohr=0.0108 e_homo_ev=-9.0 energy_ev=-8337.08222 charge=0 de_lowest_ev=3.379
O -0.52 0.09 -0.88 -0.5184
O 2.78 -0.10 0.73 -0.5095
C -0.30 -0.90 0.07 0.1323
C -1.86 0.21 -0.30 -0.0785
C -1.49 -0.88 0.67 -0.3596
C 2.52 0.77 -0.06 0.2797
H 2.77 1.83 0.13 0.1075
H -2.62 -0.01 -1.05 0.1929
H -1.99 1.22 0.11 0.1916
H -1.97 -1.40 1.48 0.2254
H 0.67 -1.39 0.14 0.2136
H 2.00 0.57 -1.02 0.1229

***

No. 2
180
Properties=species:S:1:pos:R:3:mulliken_charge:R:1 method="wB97M-V/def2-TZVPD" max_force_ha_per_bohr=0.0908 e_homo_ev=-9.5 energy_ev=-79321.01623 charge=0 de_lowest_ev=5.317
O 3.95 4.73 0.58 -0.3601
O 4.36 1.42 -0.41 -0.4609
O 1.48 -6.23 0.27 -0.8000
O -2.39 -2.52 -3.96 -0.4459
O 2.35 -0.48 -6.53 -0.4554
O 0.43 -0.89 -1.21 -0.2642
O 0.51 5.14 3.86 -0.4683
O 2.18 3.59 -1.81 -0.4396
O -2.17 -0.90 4.24 0.1162
O -2.54 -0.47 -1.98 0.1012
O -2.44 6.64 -0.49 -0.5775
O -4.85 -1.96 3.03 -0.7004
O -3.83 1.56 4.57 -0.5907
O 3.60 -2.71 1.88 -0.5708
O 1.81 -3.27 -0.22 1.5267
C -3.32 0.64 -2.33 1.0476
C -6.18 -1.76 1.12 -1.6851
C 3.03 -3.65 -0.92 0.3442
C -1.38 -4.53 -3.27 -0.9376
C 3.61 5.27 1.86 1.2617
C 2.25 2.57 -2.78 1.6470
C 0.09 -6.47 0.40 1.3673
C -0.47 -5.63 1.51 -0.8762
C -0.41 4.15 3.28 0.3157
C 0.02 4.09 1.83 0.1845
C 3.37 2.83 -3.82 -1.5558
C -1.48 6.59 -1.56 1.0140
C -4.89 1.35 3.50 0.3962
C 4.95 5.36 2.59 -1.4486
C -0.73 -1.44 0.96 1.2284
C -1.55 -3.02 5.12 -1.5254
C 3.79 -2.49 -1.56 -1.4026
C -0.38 0.94 0.35 0.6458
C -0.11 -1.01 5.46 -1.0362
C -4.17 1.33 2.17 -0.4354
C 3.26 1.62 1.78 0.8427
C 4.61 1.48 1.04 0.3550
C -4.80 0.36 -2.02 -1.2316
C -0.09 -7.95 0.70 -1.7725
C -1.65 5.43 -2.52 -1.2181
C -0.30 2.85 4.08 -0.5943
C -5.90 2.47 3.51 -1.5510
C -4.12 -3.32 1.03 -0.6247
C 0.93 -1.09 -8.30 -1.3657
C 3.26 -2.77 3.27 1.4161
C 0.18 -0.52 0.20 1.9387
C 3.78 -1.52 4.04 -1.1426
C 5.43 0.34 1.53 -1.2762
C 0.91 2.43 -3.47 -0.8487
C -1.51 -1.52 5.35 0.6675
C 3.36 -0.63 -8.78 -1.3132
C 2.31 -1.16 -7.77 0.7289
C -1.65 7.98 -2.23 -1.4719
C -2.53 -3.95 -4.02 0.2758
C 2.65 -4.67 -1.99 -1.4530
C -3.86 -4.16 -3.18 -0.6513
C 2.93 6.58 1.82 -1.5716
C 3.76 -4.12 3.84 -1.7471
C -3.06 1.08 -3.75 -1.6638
C -4.73 -2.03 1.58 2.6065
H -1.75 -1.42 0.45 -0.7386
H 5.67 5.88 1.96 0.3358
H 0.20 5.27 4.77 0.3186
H 2.07 -4.16 -2.76 0.2381
H -0.45 6.61 -1.26 -0.0014
H 3.54 -5.03 3.27 0.3614
H 3.71 -4.98 -2.39 0.3210
H -2.13 -1.35 6.31 0.2364
H 2.58 0.80 1.55 -0.2680
H -2.35 0.06 4.39 -0.0664
H -1.20 1.15 -0.27 -0.4042
H 4.36 -1.99 -0.80 0.1399
H -0.39 -0.72 -1.71 0.0160
H 4.79 -0.50 1.51 0.1175
H 3.11 -1.91 -2.20 0.2234
H 2.19 -2.78 3.31 -0.2640
H 0.59 -0.05 -8.29 0.3561
H 0.27 2.09 -2.61 -0.0956
H 3.05 -0.97 -9.80 0.3427
H -1.19 8.02 -3.27 0.3129
H 2.03 6.57 1.23 0.2052
H 6.38 0.28 1.03 0.3815
H -0.96 5.59 -3.37 0.3422
H -0.92 -1.17 2.01 0.1213
H 0.26 -8.05 1.78 0.3468
H -6.33 -2.09 0.08 0.3131
H 3.65 7.35 1.43 0.5004
H -5.33 0.37 3.63 0.4134
H 0.27 -1.68 -7.70 0.2331
H -6.29 2.53 4.54 0.3742
H 4.41 -0.87 -8.56 0.3588
H 0.98 1.60 -4.20 0.2835
H -3.11 -3.41 1.44 0.0135
H -3.91 -1.96 3.44 0.1883
H 0.51 -1.70 6.08 0.4528
H -1.49 4.46 3.30 0.1311
H -1.32 4.53 -2.01 0.2294
H 1.58 -5.29 0.18 0.0162
H 2.20 -5.56 -1.76 0.5283
H -0.38 -6.32 -0.60 -0.2032
H 4.10 5.51 0.03 0.2807
H 0.39 1.72 0.17 -0.1891
H -3.61 2.25 2.07 0.5931
H 0.56 -8.61 0.19 0.4484
H 3.96 0.56 -0.57 0.2015
H -2.76 -4.39 -5.04 0.2908
H -1.15 2.17 3.80 -0.1467
H -2.84 5.80 -0.33 0.2854
H 3.26 -0.40 -6.13 0.2544
H -5.53 1.19 -2.17 0.4150
H -4.87 0.03 -0.98 0.0720
H -1.04 -3.47 6.01 0.4883
H -0.71 3.55 1.17 0.1478
H -3.70 -3.58 -2.24 -0.3658
H 0.33 -5.22 2.15 0.1511
H 4.90 5.84 3.57 0.4037
H -4.21 1.10 5.34 0.3210
H 3.01 4.46 2.36 -0.1753
H 5.68 0.44 2.61 0.4047
H -3.97 -5.21 -2.90 0.4053
H -3.94 -3.25 -0.07 -0.3934
H -1.75 -2.06 -4.53 0.1582
H 0.85 -1.33 -9.34 0.4105
H -0.44 3.05 5.14 0.5326
H -1.18 -6.10 2.15 0.5551
H -3.58 0.37 -4.41 0.3099
H -0.76 1.09 1.40 -0.2567
H 4.85 -4.08 3.94 0.3971
H 3.29 0.51 -8.83 0.3006
H -1.16 8.72 -1.59 0.3510
H -4.90 1.36 1.37 0.4950
H -2.55 -3.45 5.19 0.4164
H 4.30 3.14 -3.38 0.3998
H -2.67 5.42 -2.87 0.4037
H -4.13 -1.19 1.21 -1.1084
H 3.63 -1.61 5.15 0.4335
H -3.54 0.45 2.06 -0.7440
H -3.52 2.05 -3.89 0.4748
H 4.52 -2.79 -2.34 0.5084
H 0.09 5.15 1.53 0.2480
H -2.90 1.42 -1.64 0.0677
H 3.35 -4.23 4.82 0.4355
H -1.42 -4.43 -2.18 -0.0621
H 2.85 2.56 1.48 -1.1912
H 1.00 3.67 1.61 -0.5828
H -0.36 -2.47 0.87 -0.6817
H -4.67 -4.18 1.34 0.5905
H 5.36 4.35 2.68 0.2900
H -0.94 -4.71 1.09 -0.0857
H -0.07 -0.04 6.00 0.3134
H -1.13 -8.31 0.61 0.3529
H 0.52 3.25 -4.01 0.4631
H -1.23 -5.56 -3.51 0.5065
H 3.54 -4.16 -0.11 0.4504
H 5.07 2.48 1.16 0.1210
H -2.78 -1.25 -2.57 -0.1120
H 0.36 -0.99 4.51 -0.0152
H 1.31 -2.68 -0.79 -0.4913
H -5.13 -0.51 -2.63 0.2961
H 3.46 1.68 2.85 0.4201
H -0.46 -4.04 -3.55 0.2789
H 2.82 -2.46 1.33 -0.0413
H 2.57 -2.19 -7.63 0.1549
H -6.39 -0.65 1.23 0.2411
H 3.07 3.60 -4.52 0.3893
H -6.87 -2.31 1.79 0.4644
H 3.67 1.86 -4.29 0.1920
H -4.74 -3.83 -3.76 0.3374
H -1.05 -3.26 4.20 0.1104
H 3.35 -0.60 3.67 0.0480
H -6.65 2.24 2.74 0.3572
H 0.68 2.40 3.91 0.0703
H -5.43 3.38 3.26 0.3890
H 2.48 1.61 -2.32 -0.5403
H 2.66 7.02 2.73 0.4073
H -2.71 8.24 -2.35 0.3496
H 2.92 3.42 -1.18 0.1300
H -2.03 1.18 -4.15 0.1935
H 4.90 -1.40 4.12 0.3389
H 1.21 -0.53 0.63 -1.3392

***

No. 3
16
Properties=species:S:1:pos:R:3:nbo_charge:R:1 method="wB97M-V/def2-TZVPD" max_force_ha_per_bohr=0.0440 e_homo_ev="-8.7 / -8.4" energy_ev=-7852.26770 charge=0 de_lowest_ev=5.892
N -2.52 0.26 -0.19 -0.3153
C 0.61 -0.52 -0.98 -0.4303
C 0.39 1.21 0.68 -0.2667
C 0.02 -1.16 1.48 -0.6065
C -0.02 0.72 -1.63 -0.3303
C -1.35 0.29 -0.23 0.2135
C -0.02 -0.17 0.35 -0.1741
H 1.17 1.32 1.42 0.1759
H -0.21 2.08 0.47 0.2059
H 0.24 -1.43 -1.45 0.2185
H -0.78 0.58 -2.41 0.2173
H -0.35 -2.13 1.15 0.2245
H 1.70 -0.53 -0.92 0.2128
H -0.56 -0.84 2.36 0.2306
H 1.08 -1.24 1.73 0.2155
H 0.60 1.56 -1.84 0.2088

***

No. 4
130
Properties=species:S:1:pos:R:3:mulliken_charge:R:1 method="wB97M-V/def2-TZVPD" max_force_ha_per_bohr=0.2246 e_homo_ev=-8.5 energy_ev=-65012.22786 charge=0 de_lowest_ev=11.608
O 4.71 19.83 8.49 -0.6448
O -0.96 20.31 2.91 -0.7655
O 1.73 22.57 1.99 -0.6267
O -1.25 16.80 1.70 -0.5650
O 5.41 21.65 2.28 -0.5470
O 0.82 14.63 0.15 -0.4969
O -1.88 22.22 7.88 -0.5131
O 1.93 13.00 6.70 -0.6002
O 4.38 15.12 2.86 -0.6774
O 2.37 18.59 -0.40 -0.6090
O 2.12 21.99 5.01 -0.4218
O 2.28 17.76 5.56 1.5721
O 2.47 19.92 10.11 -0.5887
O 5.69 15.32 5.55 -0.7182
N 1.13 19.98 1.89 1.3535
N -0.56 20.28 0.54 -0.2577
N 0.92 19.46 4.65 2.0906
N 0.63 17.37 3.97 2.8835
C 0.81 15.04 6.27 0.5139
C 2.02 14.27 6.74 1.7289
C 2.44 14.45 8.19 -1.1898
C 6.64 19.76 2.86 -1.3785
C -2.22 16.35 2.31 0.4748
C 3.10 22.98 5.28 -0.8685
C -2.82 17.50 3.13 -1.6385
C 1.89 18.61 8.29 -0.6922
C 0.66 13.84 1.31 -0.0785
C 1.23 18.21 4.78 -1.8420
C 1.86 18.84 9.79 -0.2124
C 2.73 17.77 10.62 -0.9213
C -0.17 20.20 1.78 0.3943
C -1.14 20.19 7.16 -0.5087
C 3.07 15.38 3.37 -0.1045
C 0.84 23.40 1.83 1.2286
C 4.69 20.37 7.23 -0.8017
C 1.45 24.72 1.28 -1.7709
C 5.34 20.42 2.33 0.6786
C -1.96 21.48 6.87 -0.2012
C 5.54 16.49 7.52 -1.4360
C 5.22 16.31 6.10 2.1749
C 0.06 23.75 3.09 -1.2383
C -2.06 15.10 3.14 -1.0940
C 2.12 17.58 0.52 0.0301
C 5.70 17.46 5.24 0.0244
C -1.66 22.15 5.53 -0.6753
C 4.29 20.21 3.37 2.4993
H 4.53 20.74 4.32 -0.2182
H -2.95 14.89 3.79 0.4201
H 1.46 21.68 2.19 -0.0635
H 2.80 18.11 7.98 -0.0203
H 6.83 17.58 5.23 0.3749
H 0.85 16.08 6.53 -0.3111
H 6.77 19.88 3.92 0.2836
H -1.21 16.37 0.81 0.2767
H -1.20 15.22 3.87 0.0212
H 2.42 15.46 2.49 -0.3308
H 1.61 18.51 -0.96 0.3166
H 4.87 17.33 7.81 0.1121
H 2.80 14.59 4.05 0.2469
H -2.44 22.74 5.09 0.4870
H -3.02 21.13 6.82 0.2971
H 3.09 23.78 4.53 0.2191
H 2.58 17.84 1.46 -0.1049
H -0.56 22.95 3.33 0.2060
H 1.00 18.02 8.02 0.6677
H 2.86 23.40 6.24 0.3136
H 1.41 19.63 2.83 -1.3310
H 0.91 16.48 4.19 -0.8826
H -0.03 14.86 -0.27 0.2892
H 2.82 15.45 8.33 -0.1227
H -0.10 17.47 3.24 -0.9191
H 0.69 23.93 3.99 0.1325
H 6.49 18.71 2.66 0.2618
H 5.20 15.24 4.76 0.4665
H 1.77 24.63 0.25 0.4050
H 3.28 13.77 8.59 0.3239
H 4.63 21.39 7.26 0.6727
H 1.52 14.36 8.83 0.3501
H -0.74 22.72 5.57 0.3388
H 1.84 19.53 7.72 0.0889
H 4.67 21.97 1.77 0.3038
H -2.34 17.69 4.13 0.1311
H 2.01 12.81 5.79 0.4571
H 0.64 14.91 5.23 -0.7641
H 0.11 19.89 4.13 -0.3870
H -0.06 20.41 6.88 -0.3265
H 2.84 14.56 6.18 -0.7344
H 2.21 16.82 10.38 0.1967
H 0.82 18.91 10.12 0.5063
H 2.33 25.02 1.87 0.3395
H 0.80 25.56 1.30 0.4473
H 5.45 17.27 4.16 -0.4250
H -1.60 21.39 4.78 -0.2053
H 2.71 17.97 11.71 0.4134
H -1.80 14.17 2.58 0.2225
H 5.18 18.38 5.53 -0.4684
H 1.52 20.21 5.03 -0.8777
H -0.29 13.33 1.01 0.3857
H 4.03 22.54 5.39 0.3404
H 6.54 16.78 7.71 0.4755
H 3.76 17.67 10.26 0.0935
H 7.54 20.00 2.26 0.4105
H 3.92 19.90 6.62 -0.0699
H -1.09 19.93 8.18 0.5198
H -3.01 16.14 1.58 0.5782
H 3.37 20.67 3.16 -1.6338
H 5.21 15.58 8.04 0.3073
H -0.49 24.64 2.90 0.6064
H 4.08 19.16 3.67 -0.9063
H -2.96 18.40 2.61 0.4101
H 5.64 20.20 6.76 0.3811
H -3.81 17.24 3.33 0.6599
H 1.08 17.32 0.75 -0.0945
H 1.47 13.09 1.35 0.2776
H 4.10 16.24 6.09 -1.2268
H 1.67 19.71 1.02 -0.0279
H -1.51 19.39 6.60 0.3445
H 2.09 20.38 10.84 0.4329
H 0.02 20.54 -0.27 0.2420
H 1.57 22.24 4.27 -0.1707
H 4.68 15.89 2.41 0.3415
H -2.69 22.09 8.41 0.4413
H 4.96 19.97 1.37 0.2462
H -0.06 14.74 6.98 0.3988
H 2.61 16.63 0.21 0.4783
H 0.16 23.03 1.09 0.1503
H 3.83 19.65 8.80 0.1418
H 3.10 16.36 3.83 0.2863
H -1.63 20.39 0.43 0.3983
H 0.47 14.38 2.20 -0.2789

***

No. 5
16
Properties=species:S:1:pos:R:3:nbo_charge:R:1 method="wB97M-V/def2-TZVPD" max_force_ha_per_bohr=0.0329 e_homo_ev=-9.5 smiles="O=CNCCS.O" energy_ev=-19677.03494 charge=0 de_lowest_ev=1.378
S -2.35 -1.32 1.26 -0.0346
O 2.77 0.00 -2.17 -0.9224
O -0.41 1.67 -2.10 -0.6002
N -0.14 0.31 -0.32 -0.6400
C -0.57 -1.19 1.54 -0.5339
C -0.58 1.48 -0.92 0.5334
C -0.08 0.21 1.12 -0.2337
H 2.22 0.79 -2.16 0.4782
H -2.33 -1.27 -0.10 0.1347
H 0.56 -0.19 -0.90 0.3877
H 0.97 0.25 1.56 0.1931
H 2.17 -0.69 -1.86 0.4502
H 0.14 -1.95 1.11 0.2164
H -0.47 -1.24 2.62 0.2268
H -1.20 2.14 -0.29 0.1266
H -0.70 1.00 1.61 0.2177

***

No. 6
46
Properties=species:S:1:pos:R:3:nbo_charge:R:1 method="wB97M-V/def2-TZVPD" max_force_ha_per_bohr=0.0431 e_homo_ev="-11.9 / -11.4" spin_multiplicity=5 s2=6.04 energy_ev=-111934.26330 charge=+1 de_lowest_ev=0.008
I 3.25 -1.72 -1.35 0.2600
Mn 0.12 -0.64 -0.80 1.3439
S 1.52 0.68 1.89 2.1956
S 0.03 2.44 0.25 2.2053
F 0.49 3.48 -2.17 -0.3040
F 3.73 2.02 2.78 -0.2929
F 2.18 2.27 -1.37 -0.3103
F 3.89 1.26 0.74 -0.3020
F 1.79 4.29 -0.62 -0.2898
F 4.00 -0.10 2.45 -0.2975
O 0.19 -2.64 -1.46 -0.7708
O 1.05 0.35 3.22 -0.8702
O -0.52 1.32 -0.55 -1.0171
O 1.46 -0.37 0.86 -0.9937
O -1.01 3.39 0.62 -0.8672
O -0.12 -4.74 -0.59 -0.5636
N 0.96 -0.17 -2.61 -0.5839
N -1.42 -1.58 0.45 -0.4720
N 0.93 2.13 1.51 -1.1588
C 3.40 1.00 1.97 0.7653
C -1.10 -2.88 0.52 0.1756
C -3.51 -1.02 3.43 0.0375
C -2.64 -1.65 2.52 -0.1298
C 2.97 -0.01 -3.89 -0.2635
C -2.31 -3.03 2.62 -0.0613
C -2.77 0.35 1.13 -0.0286
C -1.53 -3.65 1.67 -0.1319
C -3.53 0.98 2.10 -0.1118
C 2.26 -0.47 -2.78 0.1204
C -3.95 0.28 3.24 -0.1870
C 2.34 0.84 -4.77 -0.1188
C 1.21 3.16 -1.06 0.7575
C 0.33 0.58 -3.53 0.0552
C -2.20 -0.92 1.38 0.1989
C -0.27 -3.53 -0.59 0.7282
C 0.98 1.12 -4.61 -0.2351
H -4.62 0.73 3.98 0.2614
H 0.41 1.73 -5.29 0.2436
H -2.72 -3.57 3.47 0.2444
H -2.57 0.80 0.17 0.2668
H -3.80 2.02 1.96 0.2648
H -1.24 -4.70 1.73 0.2827
H 4.03 -0.29 -3.96 0.2541
H 2.88 1.29 -5.61 0.2435
H -0.72 0.77 -3.36 0.2127
H -3.82 -1.57 4.32 0.2443

***

No. 7
16
Properties=species:S:1:pos:R:3:nbo_charge:R:1 method="wB97M-V/def2-TZVPD" max_force_ha_per_bohr=0.0860 e_homo_ev=-10.4 smiles="C[P@@]1(=O)CC[C@H](F)O1" energy_ev=-20379.30970 charge=0 de_lowest_ev=1.438
P -0.59 0.26 1.27 2.0243
F -1.79 2.30 -0.75 -0.3957
O -1.06 1.09 2.37 -1.0472
O -1.82 0.24 -0.13 -0.7393
C 0.70 1.14 0.18 -0.7666
C -1.32 0.99 -1.10 0.4639
C 0.26 0.96 -1.21 -0.4653
C -0.45 -1.60 1.59 -0.9856
H 0.57 1.84 -1.85 0.2383
H 0.51 -0.02 -1.56 0.2143
H -0.17 -1.79 2.63 0.2551
H -1.78 0.68 -2.06 0.1501
H 0.50 -1.81 1.04 0.2492
H 0.74 2.23 0.44 0.2748
H 1.80 0.69 0.19 0.2469
H -1.47 -2.01 1.51 0.2829

***

No. 8
71
Properties=species:S:1:pos:R:3:mulliken_charge:R:1 method="wB97M-V/def2-TZVPD" max_force_ha_per_bohr=0.0524 e_homo_ev=-8.6 smiles=CCCCCC.CCCCCC.CCCCCC.OCCP energy_ev=-32869.41508 charge=0
P -3.54 4.15 -2.24 -0.1465
O -3.55 7.48 -2.15 -0.5328
C 4.06 0.11 5.84 -0.8006
C 4.95 2.48 5.66 -1.1831
C -2.94 -0.99 -3.94 -0.4562
C 3.44 -3.79 0.83 -1.4500
C -4.91 5.40 -1.76 -0.4314
C -3.16 -1.23 -6.47 -1.2405
C -2.49 -1.73 -5.20 -0.4288
C 3.92 1.56 6.29 -0.3828
C -4.69 6.72 -2.76 -0.3995
C 0.41 -4.31 0.23 -1.0057
C -2.62 0.51 -3.91 -0.3207
C 1.32 -0.41 4.40 -1.1024
C -0.28 0.32 -2.94 -0.9540
C 2.28 -3.22 1.63 0.3306
C 3.85 -0.14 4.34 -0.4902
C -1.14 0.86 -4.07 -0.5304
C -0.01 -3.03 -0.50 -0.1165
C 1.04 -4.10 1.61 -0.8366
C -1.08 -2.24 0.23 -1.0292
C 2.50 0.32 3.78 -0.3972
H 4.83 3.50 6.04 0.3768
H -0.73 -1.90 1.21 0.2756
H -0.48 -4.95 0.34 0.4006
H -1.40 -1.67 -5.31 0.2519
H 1.29 -5.09 2.02 0.4182
H -2.82 -1.82 -7.33 0.3835
H -4.35 6.37 -3.83 0.2421
H -2.72 -2.80 -5.08 0.3861
H 2.50 0.14 2.70 0.2943
H 5.97 2.16 5.90 0.2885
H 2.61 -3.10 2.68 0.1235
H -1.36 -1.35 -0.35 0.2497
H 0.87 -2.39 -0.68 0.2218
H 2.38 1.40 3.92 0.3427
H -1.05 1.96 -4.08 0.3545
H -0.61 0.71 -1.97 0.2693
H 0.29 -3.68 2.29 0.3104
H 4.04 1.60 7.38 0.3694
H 4.85 2.52 4.57 0.2841
H 1.25 -0.23 5.48 0.3573
H -4.75 5.84 -0.66 0.2800
H -3.71 3.75 -3.61 0.0395
H 4.65 0.35 3.78 0.3601
H 4.31 -3.13 0.91 0.4066
H -1.98 -2.85 0.38 0.2859
H -2.91 -0.18 -6.67 0.2789
H -0.29 -0.77 -2.91 0.1073
H -2.71 6.92 -2.28 0.3605
H 2.91 1.94 6.08 0.2387
H -0.76 0.51 -5.03 0.2824
H -3.19 1.02 -4.70 0.2939
H -4.24 -1.33 -6.40 0.2984
H -3.46 3.04 -1.33 0.0360
H 0.76 0.63 -3.08 0.4263
H 3.73 -4.77 1.20 0.3152
H -2.99 0.92 -2.97 0.1148
H 1.10 -4.87 -0.41 0.3380
H 5.06 -0.26 6.12 0.3955
H 0.39 -0.07 3.94 0.3589
H -0.39 -3.30 -1.49 0.3371
H 3.35 -0.51 6.41 0.3143
H -5.67 7.37 -2.77 0.2700
H 3.19 -3.87 -0.23 0.3064
H -2.50 -1.47 -3.07 0.0292
H -4.03 -1.11 -3.83 0.4362
H -6.01 4.98 -1.85 0.3130
H 2.05 -2.21 1.28 0.0934
H 3.97 -1.22 4.15 0.2320
H 1.40 -1.49 4.24 0.1562

***

- Which value of charge does entry 6 give?
  +1

***

- The highest charge belongs to which entry?
  C17H10F6IMnN3O6S2

***

- The highest charge belongs to which entry?
  C17H10F6IMnN3O6S2